Entry 1:
The following is a quantum chemistry calculation of a molecular structure, C19H32O4 at a distorted geometry, from the Open Molecules 2025 dataset.

Structure (ORCA input):
```
! wB97M-V def2-TZVPD RIJCOSX def2/J DEFGRID3
* xyz 0 1
C 0.6314 -0.9651 -8.2749
C -0.6996 -0.2487 -7.6761
C -1.5542 -1.1583 -6.6758
C -0.6906 -1.4067 -5.4833
C -0.3231 0.0151 -4.6854
C 0.3226 -0.5696 -3.4089
C 0.7273 0.5855 -2.6007
C 1.0875 0.4095 -1.2040
C 1.3905 1.6230 -0.3942
C 2.2745 1.2866 0.9818
C 1.3752 0.1988 1.8680
C 0.0873 0.9055 2.3469
C -0.2700 0.1461 3.5458
C -1.7541 0.4416 4.0802
H -2.4592 0.7563 3.2253
H -1.4403 1.3861 4.4789
O -2.1759 -0.3413 5.0012
C -1.7465 -0.5231 6.1528
C -2.3931 -1.2741 7.3161
C -1.3988 -1.1294 8.2710
C -0.5603 0.0290 7.8109
C 0.5691 0.4031 8.4487
O 0.8035 0.2680 9.7060
O 1.2868 1.2917 7.7368
H 1.6955 1.9946 8.2965
O -0.8171 0.2682 6.6410
H -1.2772 -1.3418 9.2841
H -3.2410 -2.0194 7.2138
H -0.4656 -1.1205 3.0428
H 0.4004 -0.1804 4.3933
H 0.2653 1.8518 2.8865
H -0.5356 1.0878 1.6010
H 1.3374 -0.6877 1.4819
H 2.3126 0.2234 2.7468
H 2.5083 2.2266 1.4188
H 3.0394 0.6817 0.7128
H 1.9578 2.3997 -0.9186
H 0.6311 1.8134 -0.0775
H 2.0649 -0.2685 -1.3675
H 0.4230 -0.4997 -0.7464
H 1.3563 1.2236 -2.9879
H -0.3332 0.9843 -2.4731
H 1.1953 -1.1377 -3.6212
H -0.3264 -1.1690 -2.8496
H 0.1953 0.4769 -5.3537
H -1.2836 0.3986 -4.3796
H 0.3421 -1.9479 -5.6797
H -1.1730 -2.0863 -4.8071
H -1.8313 -2.0454 -7.3000
H -2.4330 -0.7358 -6.7109
H -0.5513 0.7241 -7.3504
H -1.4221 -0.0545 -8.6620
H 0.2932 -1.8163 -8.5597
H 1.4356 -1.0333 -7.4543
H 1.1470 -0.3404 -8.9871
*
```

Output
frontier orbital gap = 8.32 eV
energy above the lowest of the compared OMol25 structures with the same formula, charge and spin = 317.0 kcal/mol
E = -1043.636725 Ha


Entry 2:
The following is a quantum chemistry calculation of 4 unconnected molecules or ions with the total composition C19H33B2Cl2IO8, from the Open Molecules 2025 dataset.

Structure (ORCA input):
```
! wB97M-V def2-TZVPD RIJCOSX def2/J DEFGRID3
* xyz 0 1
C 0.1386 -1.4623 -1.8900
C 1.5024 -1.4179 -1.1908
I 2.0420 -3.3211 -0.3043
C 1.6742 -0.2543 -0.2173
B 0.5754 -0.0234 0.8823
C -0.3659 -1.1089 1.4846
B -1.8262 -1.2157 0.9106
O -2.5268 -2.3640 1.1930
O -2.4574 -0.2689 0.1138
C 0.5155 1.4895 1.4508
Cl -0.8727 2.3725 0.7306
C 0.4888 1.5505 2.9636
C 1.6663 0.7867 3.5711
Cl 0.5179 3.2860 3.5093
H 0.2546 -1.4184 -2.9713
H -0.5098 -0.6458 -1.5782
H -0.3591 -2.4097 -1.6837
H 2.2627 -1.3179 -1.9588
H 2.6417 -0.3467 0.2797
H 1.7399 0.6572 -0.8212
H 0.0442 -2.1164 1.4378
H -0.5138 -0.9041 2.5507
H -3.2377 -2.4563 0.5465
H -2.8642 0.4236 0.6492
H 1.3998 2.0296 1.1177
H -0.4559 1.1658 3.3303
H 2.4004 0.4917 2.8251
H 2.1368 1.3988 4.3331
H 1.2853 -0.1016 4.0735
O -2.0395 -0.0311 4.2261
C -3.0090 0.6621 4.1178
O -3.3982 1.1791 2.9285
C -4.5258 2.0572 3.1121
C -5.1628 1.6171 4.4247
C -3.9485 1.1249 5.2108
H -4.1538 3.0825 3.1509
H -5.1879 1.9533 2.2562
H -5.7206 2.4125 4.9136
H -5.8460 0.7863 4.2442
H -3.4578 1.9297 5.7607
H -4.1720 0.3065 5.8887
O -0.6533 -1.2057 -4.9881
C -1.2233 -2.1991 -5.3301
O -0.7774 -2.9874 -6.3367
C -1.7100 -4.0534 -6.5860
C -2.5028 -4.2022 -5.2927
C -2.5105 -2.7681 -4.7661
H -2.3416 -3.7658 -7.4293
H -1.1505 -4.9460 -6.8539
H -3.4914 -4.6300 -5.4453
H -1.9597 -4.8454 -4.5993
H -3.3433 -2.1846 -5.1619
H -2.5074 -2.7039 -3.6815
O 3.8268 1.6769 0.9220
C 4.6586 1.9956 0.1228
O 5.0176 1.1900 -0.9021
C 6.1014 1.7777 -1.6442
C 6.0259 3.2703 -1.3439
C 5.4705 3.2745 0.0799
H 7.0351 1.3305 -1.2972
H 5.9677 1.5412 -2.6965
H 6.9828 3.7758 -1.4538
H 5.3130 3.7464 -2.0179
H 6.2575 3.2029 0.8323
H 4.8393 4.1311 0.2974
*
```

Output
frontier orbital gap = 9.17 eV
SMILES = C[C@H](I)CB(CB(O)O)[C@@H](Cl)[C@@H](C)Cl.O=C1CCCO1.O=C1CCCO1.O=C1CCCO1
E = -2613.643114 Ha


Entry 3:
The following is a quantum chemistry calculation of a molecular structure, C19H33Cl2N2O4PdS at a distorted geometry, from the Open Molecules 2025 dataset.

Structure (ORCA input):
```
! wB97M-V def2-TZVPD RIJCOSX def2/J DEFGRID3
* xyz -1 3
O 1.0235 -0.7879 -2.4019
C 1.2265 -2.1163 -2.7527
C 1.3822 -1.9895 -4.3625
C 0.5843 -1.1071 -5.1281
H -0.2806 -0.6176 -4.6815
C 0.9056 -0.8011 -6.4613
H 0.3344 -0.0532 -7.0322
C 2.0038 -1.4274 -7.0943
H 2.2153 -1.2961 -8.1622
C 2.8305 -2.2434 -6.3242
H 3.7227 -2.6823 -6.7597
C 2.5452 -2.4654 -4.9746
H 3.2595 -3.0205 -4.3497
H 2.1324 -2.6396 -2.4943
C -0.8851 -3.5004 -2.5404
C 0.3742 -3.0510 -1.8934
H -1.5697 -4.0780 -1.9085
H -0.6933 -4.0303 -3.5075
H -1.3082 -2.5098 -2.7112
C 0.6478 -2.9471 -0.5682
C -0.1443 -3.4433 0.5531
H 1.4576 -2.2707 -0.3271
H -0.4794 -4.4779 0.4809
H -1.0203 -2.8120 0.6842
H 0.3956 -3.2810 1.4876
Pd 1.3723 0.9001 -1.5524
Cl -0.9073 0.7673 -0.8839
Cl 3.5328 0.5006 -2.3894
H 0.8738 3.9390 -4.1145
H -1.5203 4.3819 -3.6818
C 0.6675 3.1230 -3.3983
C -1.5169 3.9783 -2.6648
N -0.1619 3.6189 -2.3075
H 1.6295 2.7243 -3.0086
C 0.1847 3.4879 -1.0179
O 1.2326 2.9518 -0.6002
H -1.8673 4.7361 -1.9601
H -0.5363 3.8792 -0.2991
H 0.1475 2.3147 -3.9520
H -2.2027 3.1163 -2.6218
H 3.3668 1.2289 3.8523
H 5.3104 2.0828 2.7839
C 3.1845 0.4806 3.0777
C 5.2294 1.3861 1.9604
N 3.8641 0.9090 1.8692
H 2.1072 0.3685 2.8923
C 3.2518 0.7441 0.6942
O 2.0691 0.3762 0.6039
H 5.4624 1.8732 1.0196
H 3.8794 0.9621 -0.1997
H 3.6059 -0.4742 3.4229
H 5.9193 0.5599 2.1264
C -3.1886 -0.1187 1.3603
S -1.7576 0.8410 1.9439
C -2.5443 1.8411 3.1855
O -0.8108 -0.0790 2.6228
H -4.0637 0.4582 1.6620
H -3.1772 -1.1178 1.8109
H -3.0994 -0.1640 0.2727
H -2.3701 1.4465 4.1875
H -2.0375 2.7944 3.0401
H -3.6039 1.9147 2.9460
*
```

Output
frontier orbital gap (spin up / spin down) = 5.99 / 6.69 eV
energy above the lowest of the compared OMol25 structures with the same formula, charge and spin = 34.2 kcal/mol
E = -2600.633015 Ha


Entry 4:
The following is a quantum chemistry calculation of a molecular structure, C19H33F3I2N4O8P at a distorted geometry, from the Open Molecules 2025 dataset.

Structure (ORCA input):
```
! wB97M-V def2-TZVPD RIJCOSX def2/J DEFGRID3
* xyz 1 1
C -3.6219 -0.0054 -0.0613
C -2.1116 -0.0159 -0.2762
C -1.3724 -0.8420 0.7850
N -0.2442 -1.6033 0.1772
N 0.9563 -1.3072 0.8879
C 2.1067 -1.4623 0.2019
N 2.0472 -1.6150 -1.1436
C 1.5107 -0.5031 -1.9383
P 1.4239 -1.0608 -3.6885
O 1.9696 -2.4140 -3.7692
O 2.1353 0.0501 -4.5688
O -0.0706 -0.8525 -4.1722
N 3.2563 -1.4047 0.8731
C 4.5636 -1.4684 0.1952
C 5.0499 -2.9025 -0.1312
O 6.0727 -3.3377 0.7123
C 5.4193 -3.0627 -1.6327
F 5.6512 -1.8703 -2.2382
F 6.5149 -3.8044 -1.7954
F 4.3976 -3.6396 -2.2899
C 3.2272 -1.2896 2.3036
I 3.6036 -3.0758 3.2926
C 2.9283 -0.1232 2.8583
C 2.6236 1.1189 2.0674
I 2.7956 0.1062 4.9030
H -4.1077 0.5887 -0.8304
H -3.8347 0.4189 0.9216
H -4.0036 -1.0310 -0.0643
H -1.7507 1.0135 -0.2315
H -1.8778 -0.4469 -1.2544
H -0.9586 -0.1971 1.5558
H -2.0630 -1.5379 1.2688
H -0.3948 -2.6022 0.2773
H 1.0070 -1.7544 1.8034
H 2.8448 -2.0777 -1.5634
H 2.0621 0.4354 -1.8165
H 0.4882 -0.3182 -1.6021
H 2.7785 0.5854 -4.0935
H -0.6930 -1.4242 -3.7023
H 4.4874 -0.8533 -0.6976
H 5.2728 -1.0184 0.8878
H 4.2173 -3.5888 0.0383
H 6.8885 -2.8460 0.5514
H 1.5470 1.1746 1.8788
H 2.9150 2.0093 2.6173
H 3.1363 1.1101 1.1038
O -2.0644 1.5818 2.5619
C -2.1587 1.2010 3.6943
O -2.6845 -0.0086 3.9947
C -2.7812 -0.1744 5.4240
C -1.7546 0.7930 6.0040
C -1.7699 1.9185 4.9715
H -3.8008 0.0703 5.7256
H -2.5856 -1.2175 5.6577
H -1.9960 1.1086 7.0160
H -0.7707 0.3208 6.0218
H -2.5371 2.6656 5.1823
H -0.8145 2.4211 4.8452
O -3.4887 2.6357 -1.7495
C -3.9192 2.7909 -2.8560
O -4.5182 1.7845 -3.5345
C -4.8540 2.2062 -4.8703
C -4.9205 3.7280 -4.8014
C -3.8851 4.0356 -3.7215
H -4.0696 1.8565 -5.5449
H -5.7933 1.7359 -5.1478
H -4.7264 4.2035 -5.7597
H -5.9089 4.0393 -4.4624
H -2.8769 4.1363 -4.1280
H -4.1146 4.9131 -3.1235
*
```

Output
frontier orbital gap = 9.03 eV
E = -2800.927946 Ha


Entry 5:
The following is a quantum chemistry calculation of a molecular structure, C19H33IN2Si2Zn at a distorted geometry, from the Open Molecules 2025 dataset.

Structure (ORCA input):
```
! wB97M-V def2-TZVPD RIJCOSX def2/J DEFGRID3
* xyz 0 1
C -1.5287 -4.4434 0.7664
C -1.0424 -4.0372 -0.6236
H -0.7658 -5.0119 1.2927
H -2.4234 -5.0690 0.6952
H -1.7876 -3.5918 1.4123
H -0.0781 -3.5136 -0.5964
H -0.9245 -4.9084 -1.2849
H -1.7966 -3.4226 -1.1262
C 2.4501 -0.1193 2.9099
C 3.5319 0.5694 3.4625
C 4.5220 1.0321 2.6001
C 4.4039 0.7896 1.2386
H 1.6845 -0.5415 3.5650
H 3.5635 0.7425 4.5352
H 5.3797 1.5755 2.9868
H 5.1849 1.0976 0.5539
N 2.2741 -0.2807 1.5878
C 3.2525 0.1460 0.7447
C 3.0004 -0.0317 -0.7010
N 1.9017 -0.7580 -1.0640
C 1.6809 -0.9854 -2.3763
C 3.5095 0.4099 -3.0246
C 2.4461 -0.4138 -3.3909
H 0.8433 -1.6333 -2.6276
H 2.1829 -0.6097 -4.4285
C 3.8071 0.5863 -1.6763
H 4.6272 1.2251 -1.3586
H 4.1137 0.9032 -3.7777
Zn 0.3505 -0.9159 0.5600
I -0.8113 -1.7564 2.7228
C -1.9212 1.7509 2.5292
Si -1.0577 2.0896 0.8903
C -2.0092 3.4971 0.0523
C 0.6463 2.7702 1.3026
C -0.8317 0.6199 -0.2465
Si -2.3924 -0.0286 -1.0761
C -3.2816 1.1900 -2.1993
C -1.8357 -1.2915 -2.3617
C -3.6279 -0.7404 0.1448
H -1.5999 2.4888 3.2846
H -1.6772 0.7526 2.9275
H -3.0150 1.8318 2.4486
H -1.9067 4.3827 0.6984
H -1.5787 3.7589 -0.9243
H -3.0799 3.2993 -0.0853
H 0.9554 2.4712 2.3119
H 1.4241 2.4379 0.6014
H 0.6131 3.8705 1.2641
H -0.1155 0.9050 -1.0645
H -2.5914 1.5977 -2.9492
H -4.0539 0.6215 -2.7384
H -3.7653 2.0173 -1.6678
H -1.0587 -1.9559 -1.9783
H -2.6892 -1.9021 -2.6942
H -1.4112 -0.7873 -3.2418
H -3.1290 -1.3248 0.9322
H -4.2192 0.0411 0.6401
H -4.3428 -1.3973 -0.3778
*
```

Output
frontier orbital gap = 6.53 eV
energy above the lowest of the compared OMol25 structures with the same formula, charge and spin = 0.0 kcal/mol
E = -3509.410371 Ha


Entry 6:
The following is a quantum chemistry calculation of 3 unconnected molecules or ions with the total composition C19H33N2O8P at a distorted geometry, from the Open Molecules 2025 dataset.

Structure (ORCA input):
```
! wB97M-V def2-TZVPD RIJCOSX def2/J DEFGRID3
* xyz 0 1
O -5.3189 4.9795 -2.7186
C -4.3300 5.0366 -1.9436
O -4.5567 4.6749 -0.5874
C -2.9307 5.4617 -2.5807
C -1.6319 4.9376 -1.7924
P -1.3543 3.1272 -2.3596
O -2.6778 2.4817 -2.8025
O -0.2918 3.0174 -3.7051
O -0.7186 2.1483 -1.1096
C -1.5002 5.2424 -0.2145
C -0.0790 5.9432 0.1432
C 0.8818 4.9900 0.9998
C 2.4387 4.9979 0.7506
C 3.1668 3.9908 1.6943
C 2.4988 3.1159 2.7663
N 1.0919 3.1473 2.9481
C 0.3863 4.0204 2.0876
C 0.4607 6.1554 -1.3688
O 1.5124 6.7015 -1.7835
N -0.4442 5.6198 -2.3903
H -4.1730 3.7912 -0.3853
H -2.8805 4.9942 -3.6372
H -2.8253 6.5981 -2.7585
H 0.5194 2.5410 -3.3933
H -0.0277 1.5307 -1.4486
H -2.3250 5.9222 0.2157
H -1.7130 4.2267 0.2627
H -0.4092 6.9422 0.5779
H 2.9529 5.6603 -0.0146
H 4.3073 3.9000 1.5772
H 3.1392 2.4368 3.4115
H -0.7580 4.0247 2.2397
H -0.6060 6.2646 -3.1763
C 2.0879 -2.6820 1.3470
C 1.2177 -1.4718 1.0591
O 1.0407 -1.2229 -0.3292
C 0.3906 -2.2438 -1.0767
C -1.0306 -2.5163 -0.6171
H 3.0307 -2.6206 0.7971
H 2.3050 -2.7506 2.4157
H 1.5937 -3.6096 1.0464
H 1.7047 -0.5834 1.4702
H 0.2474 -1.5539 1.5594
H 0.9894 -3.1595 -1.0725
H 0.3638 -1.8951 -2.1131
H -1.0492 -2.9659 0.3786
H -1.5281 -3.2055 -1.3034
H -1.6056 -1.5882 -0.5680
C 1.4002 -7.0299 2.7416
C 0.1762 -6.6517 1.9262
O 0.4286 -6.5850 0.5290
C 0.8424 -7.7926 -0.0954
C -0.1912 -8.9017 -0.0092
H 2.2478 -6.3882 2.4871
H 1.1915 -6.9345 3.8097
H 1.7033 -8.0625 2.5518
H -0.1499 -5.6524 2.2272
H -0.6606 -7.3272 2.1318
H 1.8064 -8.1190 0.3068
H 1.0114 -7.5508 -1.1483
H -0.3183 -9.2506 1.0185
H 0.1151 -9.7570 -0.6162
H -1.1651 -8.5501 -0.3581
*
```

Output
frontier orbital gap = 9.36 eV
SMILES = O=C(O)C[C@]1(P(=O)(O)O)C[C@@H](c2cccnc2)C(=O)N1.CCOCC.CCOCC
E = -1796.435382 Ha


Entry 7:
The following is a quantum chemistry calculation of a molecular structure, C19H34F6OP2V at a distorted geometry, from the Open Molecules 2025 dataset.

Structure (ORCA input):
```
! wB97M-V def2-TZVPD RIJCOSX def2/J DEFGRID3
* xyz 0 4
P 0.2574 -2.1553 -2.3383
P 0.6328 1.7795 -1.9011
C -0.1542 -0.6533 -3.2910
C 0.8927 0.5007 -3.1741
H -1.1534 -0.2637 -3.0321
H -0.2336 -0.9748 -4.3461
H 1.9143 0.1142 -3.0474
H 0.9124 1.0337 -4.1465
C -0.5755 2.7565 -2.9796
H -0.9488 3.6498 -2.4539
H -1.4844 2.1586 -3.1862
H -0.1754 3.0824 -3.9523
C 2.0494 2.8829 -1.8017
H 2.0522 3.6091 -2.6409
H 2.9851 2.3002 -1.8513
H 2.0365 3.4336 -0.8486
C -0.9699 -3.3543 -3.0240
H -1.0204 -4.2255 -2.3618
H -0.6532 -3.6812 -4.0225
H -1.9789 -2.9355 -3.0890
C 1.8259 -2.7494 -2.9479
H 2.5353 -1.9219 -3.1082
H 1.6056 -3.2447 -3.9099
H 2.2208 -3.4755 -2.2232
V 2.4373 -0.1603 1.2969
C -0.9185 1.5748 -0.7523
C -2.2946 1.2446 -0.8029
C -2.8570 -0.1073 -0.9225
C -2.6074 -1.2521 0.1560
C -1.8133 -2.3629 -0.3396
C -0.4333 -2.1574 -0.6736
C 0.5257 -0.8123 -0.1069
C -0.0554 0.5373 0.2692
C 2.6372 -1.7931 2.8302
H -0.8914 2.6515 -0.3862
H -2.9008 2.1275 -0.4952
H -2.4832 -0.5100 -1.8807
H -3.9788 -0.0646 -0.8994
H -2.2028 -0.8221 1.0932
H -3.6136 -1.6199 0.4343
H -2.0448 -3.3679 0.0358
H 0.1756 -3.0121 -0.2646
H 1.2991 -0.5483 -0.8826
H 1.0954 -1.2733 0.7626
H -0.7887 0.4304 1.0527
H 0.7334 1.1483 0.7956
H 3.4724 -1.8831 3.5904
H 2.7937 -2.5645 2.0215
H 1.7492 -2.0631 3.4470
C 1.3687 1.7192 4.9265
C 0.3232 1.1698 3.8988
O 0.9405 0.4745 2.9302
C -0.6256 0.2124 4.8067
F -1.1712 0.8172 5.9268
F -1.6400 -0.3675 4.1406
F 0.1396 -0.7943 5.2880
C -0.7156 2.3076 3.3809
F -1.1499 3.2037 4.3178
F -0.1455 3.0541 2.3992
F -1.8585 1.7863 2.8186
H 1.6551 0.8702 5.5487
H 1.0340 2.5415 5.5899
H 2.2365 1.9989 4.3263
*
```

Output
frontier orbital gap (spin up / spin down) = 4.20 / 3.98 eV
E = -3045.031572 Ha


Entry 8:
The following is a quantum chemistry calculation of a molecular structure, C19H34N3OsS3Si2 at a distorted geometry, from the Open Molecules 2025 dataset.

Structure (ORCA input):
```
! wB97M-V def2-TZVPD RIJCOSX def2/J DEFGRID3
* xyz 1 1
Os 0.2309 0.6616 0.2613
C -0.5342 3.8313 -1.0852
C 0.1876 4.0319 0.2147
S 1.4362 2.7882 0.6696
C 2.7096 2.8915 -0.6152
C 2.4012 2.2391 -1.9455
S 1.6316 0.5908 -1.7257
C 0.3928 0.5575 -3.0440
C -0.5820 1.7119 -2.9575
S -1.1050 2.1012 -1.2346
H 0.0963 4.0784 -1.9371
H -1.4024 4.4882 -1.1270
H -0.5130 3.9845 1.0513
H 0.6665 5.0119 0.2475
H 3.5699 2.4095 -0.1507
H 2.9703 3.9416 -0.7575
H 3.3429 2.0803 -2.4709
H 1.7733 2.8516 -2.5881
H -0.1158 -0.3932 -2.8851
H 0.8745 0.5196 -4.0227
H -1.4867 1.4599 -3.5097
H -0.1862 2.6211 -3.4046
C -3.6608 -0.7619 2.2308
Si -3.1404 0.1237 0.6670
C -4.2846 -0.1470 -0.7963
C -3.1353 1.9544 1.0765
N -1.4699 -0.5161 0.2168
C -1.2642 -1.8101 0.2007
C -2.2794 -2.8232 0.1110
C -1.9346 -4.1284 0.1041
C -0.5717 -4.5490 0.2059
C 0.4294 -3.6545 0.3104
C 0.1339 -2.2451 0.3204
N 0.9958 -1.2851 0.4328
Si 2.7478 -1.6561 0.8665
C 2.6933 -2.5777 2.4989
C 3.5806 -2.5987 -0.5324
C 3.7159 -0.0820 1.1436
H -4.6786 -0.4543 2.4840
H -3.0014 -0.4455 3.0423
H -3.6430 -1.8480 2.1827
H -5.2268 0.3650 -0.5819
H -4.5224 -1.1914 -1.0060
H -3.8740 0.2885 -1.7083
H -3.9338 2.0985 1.8115
H -3.3602 2.5886 0.2191
H -2.2135 2.2737 1.5580
H -3.3185 -2.5420 0.0171
H -2.7063 -4.8822 0.0143
H -0.3470 -5.6073 0.1963
H 1.4454 -4.0053 0.3815
H 2.1027 -3.4904 2.4916
H 2.2867 -1.9235 3.2736
H 3.7149 -2.8413 2.7865
H 3.1988 -3.6042 -0.7052
H 4.6417 -2.6953 -0.2848
H 3.5063 -2.0529 -1.4739
H 3.0861 0.7454 1.4831
H 4.2874 0.2163 0.2618
H 4.4307 -0.2874 1.9438
N -0.5396 0.8089 3.3469
C -0.2494 0.7841 2.2261
*
```

Output
frontier orbital gap = 6.14 eV
energy above the lowest of the compared OMol25 structures with the same formula, charge and spin = 34.7 kcal/mol
E = -2772.782069 Ha